Record 1
ORCA calculation (wB97M-V/def2-TZVPD) on a molecular structure, C24H42N6.

The spin multiplicity is 1. The value obtained for the energy relative to the best compared isomer or geometry (same formula, charge and spin) is 464.1 kcal per mole.

CARTESIAN COORDINATES (ANGSTROEM)
1 C -2.6160 2.2578 0.8773
2 C -2.9572 3.6753 0.2568
3 C -1.7800 4.4049 -0.3919
4 C -0.6772 4.7176 0.4718
5 N 0.2794 4.9817 1.1428
6 H -2.4307 1.5713 0.0511
7 H -3.5052 1.8614 1.3677
8 H -1.7844 2.1904 1.5787
9 H -3.3813 4.1363 1.1489
10 H -3.7347 3.6695 -0.5071
11 H -2.0165 5.3717 -0.8363
12 H -1.3199 3.7552 -1.1364
13 C -3.1087 -3.6271 -3.2028
14 C -3.9272 -2.6269 -2.3572
15 C -3.1318 -1.7219 -1.2529
16 C -1.7419 -1.4222 -1.7024
17 N -0.6620 -1.2279 -2.0812
18 H -2.4310 -3.0216 -3.8045
19 H -3.6902 -4.3620 -3.7594
20 H -2.6464 -4.3403 -2.5203
21 H -4.7825 -3.1771 -1.9649
22 H -4.2677 -1.9405 -3.1325
23 H -3.0394 -2.1293 -0.2462
24 H -3.6622 -0.7797 -1.1148
25 C 0.1780 1.3380 -0.2383
26 C -1.0807 0.6990 0.0266
27 C -1.0289 -0.7314 0.3148
28 C -0.3828 -1.1864 1.5669
29 N 0.1199 -1.5565 2.5193
30 H 0.9827 0.8686 0.3276
31 H 0.0867 2.3340 0.1951
32 H 0.6390 1.2835 -1.2245
33 H -1.7292 0.7506 -0.8481
34 H -1.6802 1.1585 0.8124
35 H -0.4236 -1.2079 -0.4564
36 H -2.0131 -1.1720 0.4739
37 C 1.4464 3.0494 -1.2655
38 C 1.0406 4.4350 -1.9380
39 C 2.2205 4.9488 -2.8280
40 C 3.1511 5.8847 -2.1564
41 N 3.8732 6.6383 -1.5656
42 H 2.4481 3.1101 -0.8400
43 H 1.4277 2.2756 -2.0330
44 H 0.7491 2.8602 -0.4494
45 H 0.7664 5.0891 -1.1104
46 H 0.1376 4.3271 -2.5388
47 H 1.7504 5.4393 -3.6803
48 H 2.7901 4.0847 -3.1701
49 C 1.2493 -1.8702 0.1963
50 C 2.4327 -2.1629 -0.7125
51 C 3.3237 -3.3054 -0.2631
52 C 2.6832 -4.6445 -0.1467
53 N 2.1995 -5.6895 -0.0435
54 H 1.3300 -2.2738 1.2056
55 H 0.4603 -2.4712 -0.2558
56 H 0.9079 -0.8367 0.2540
57 H 2.9970 -1.2395 -0.5826
58 H 2.3275 -2.2353 -1.7950
59 H 3.5864 -3.0395 0.7608
60 H 4.2787 -3.4247 -0.7748
61 C 0.7732 -3.2136 2.6327
62 C 0.9477 -2.9958 4.1240
63 C 2.3700 -2.7406 4.7311
64 C 3.4096 -2.0278 3.9757
65 N 4.1391 -1.4345 3.2950
66 H 1.0794 -2.2130 2.3275
67 H -0.2948 -3.4095 2.5375
68 H 1.3739 -4.0342 2.2403
69 H 0.4949 -3.8350 4.6521
70 H 0.3456 -2.1177 4.3576
71 H 2.9285 -3.6545 4.9335
72 H 2.2026 -2.0680 5.5724

***

Record 2
ORCA calculation (wB97M-V/def2-TZVPD) on 10 unconnected molecules or ions with the total composition C34H85N17O10.

The spin multiplicity is 1. The value obtained for the energy relative to the best compared isomer or geometry (same formula, charge and spin) is 162.9 kcal per mole. The SMILES is CC1(C)CCCC(C)(C)N1O.CC1(C)CCCC(C)(C)N1O.CC1(C)CCCC(C)(C)N1O.NC(N)=O.NC(N)=O.NC(N)=O.NC(N)=O.NC(N)=O.NC(N)=O.NC(N)=O.

CARTESIAN COORDINATES (ANGSTROEM)
1 C 6.8225 -1.2721 -0.0710
2 C 5.8443 -2.4677 0.0976
3 C 6.5952 -3.9101 0.0019
4 C 5.1863 -2.4009 1.5704
5 C 4.1433 -1.2309 1.6937
6 C 3.0396 -1.4059 0.6440
7 C 3.5346 -1.5377 -0.8516
8 C 2.3182 -2.1401 -1.5833
9 C 3.7995 -0.0808 -1.4448
10 N 4.7263 -2.4220 -0.9615
11 O 5.0734 -2.6667 -2.2530
12 H 7.4723 -1.6131 -0.8769
13 H 6.3520 -0.3579 -0.4329
14 H 7.3635 -1.1287 0.8644
15 H 5.8565 -4.6992 0.1428
16 H 6.9214 -3.9687 -1.0365
17 H 7.4150 -4.0531 0.7059
18 H 4.5393 -3.2674 1.7074
19 H 6.0330 -2.5429 2.2420
20 H 3.7270 -1.1668 2.6990
21 H 4.6976 -0.3065 1.5312
22 H 2.3246 -0.5849 0.6981
23 H 2.3497 -2.1385 1.0628
24 H 2.5816 -2.2725 -2.6326
25 H 1.5003 -1.4279 -1.4735
26 H 2.0335 -3.0437 -1.0444
27 H 4.4034 -0.1552 -2.3492
28 H 4.4627 0.4773 -0.7838
29 H 2.8925 0.5111 -1.5677
30 H 4.4825 -3.3919 -2.4688
31 C -3.6075 -2.4971 2.7873
32 C -2.3067 -3.1851 2.2958
33 C -1.2132 -2.1602 1.7369
34 C -1.5711 -3.8124 3.5158
35 C -2.1022 -5.2078 3.9633
36 C -1.9985 -6.0860 2.7767
37 C -2.8139 -5.5639 1.5315
38 C -2.2832 -6.4492 0.2853
39 C -4.3165 -5.8181 1.9008
40 N -2.4093 -4.1815 1.1984
41 O -3.0542 -3.6392 0.0950
42 H -3.3624 -1.7671 3.5587
43 H -4.0406 -2.0871 1.8749
44 H -4.2758 -3.2293 3.2404
45 H -0.2674 -2.6386 1.4826
46 H -1.5653 -1.7313 0.7988
47 H -1.1568 -1.3208 2.4300
48 H -0.4897 -3.7474 3.3962
49 H -1.7279 -3.2196 4.4169
50 H -1.3869 -5.5796 4.6970
51 H -3.0990 -5.1195 4.3953
52 H -2.3591 -7.1064 2.9072
53 H -0.9663 -6.0762 2.4268
54 H -2.5148 -7.5133 0.3322
55 H -1.2090 -6.5621 0.1391
56 H -2.4905 -6.0460 -0.7059
57 H -4.8798 -5.9865 0.9830
58 H -4.7742 -5.0995 2.5806
59 H -4.3816 -6.7739 2.4207
60 H -2.2210 -3.3521 -0.2855
61 C 3.3140 4.7484 5.3209
62 C 2.3824 4.9447 4.0857
63 C 1.0334 5.7437 4.4261
64 C 3.2004 5.8801 3.0512
65 C 2.6358 5.9421 1.7318
66 C 2.7260 4.5203 1.0477
67 C 2.0229 3.4818 1.9047
68 C 0.4650 3.5593 1.5598
69 C 2.5999 2.0766 1.5308
70 N 2.2375 3.6024 3.4055
71 O 1.6266 2.7454 4.2446
72 H 3.6430 5.6260 5.8773
73 H 2.7843 4.1432 6.0566
74 H 4.2322 4.2495 5.0110
75 H 0.4097 5.8186 3.5353
76 H 0.3838 5.2710 5.1629
77 H 1.3064 6.7392 4.7762
78 H 3.2577 6.9297 3.3394
79 H 4.2487 5.5990 2.9508
80 H 1.6472 6.3932 1.8171
81 H 3.2027 6.5914 1.0646
82 H 3.7876 4.3281 0.8922
83 H 2.2129 4.5205 0.0860
84 H 0.1624 4.5998 1.4418
85 H -0.1910 2.9222 2.1529
86 H 0.4700 3.0942 0.5740
87 H 2.5183 1.8901 0.4599
88 H 2.1708 1.2704 2.1258
89 H 3.6835 2.1407 1.6297
90 H 2.3951 2.2439 4.5264
91 N -0.7056 -3.0661 -1.2706
92 C -0.2363 -3.8808 -2.1969
93 N 0.6028 -4.8302 -1.7613
94 O -0.3906 -3.6636 -3.3844
95 H -0.4938 -3.2965 -0.3103
96 H -1.0736 -2.1378 -1.4214
97 H 1.1355 -5.3171 -2.4679
98 H 0.4327 -5.1632 -0.8231
99 N -5.4400 -0.4781 -6.5485
100 C -5.1698 0.5798 -5.8551
101 N -3.8983 0.7642 -5.7696
102 O -6.0365 1.3003 -5.3849
103 H -6.4407 -0.6048 -6.6001
104 H -4.7953 -1.1854 -6.8714
105 H -3.5663 1.5275 -5.1976
106 H -3.2755 0.1044 -6.2134
107 N 0.7617 2.2161 -5.6598
108 C 1.0572 3.2423 -4.9202
109 N 0.8187 4.3603 -5.5057
110 O 1.6615 3.1988 -3.8300
111 H 0.9202 1.2227 -5.5698
112 H 0.3120 2.4942 -6.5204
113 H 0.9618 5.1829 -4.9376
114 H 0.0096 4.3947 -6.1093
115 N -2.5171 1.5426 0.7297
116 C -3.6473 1.7154 1.3657
117 N -4.5556 0.9543 0.7890
118 O -3.9492 2.6303 2.1064
119 H -1.7182 2.1334 0.9112
120 H -2.4308 0.6416 0.2817
121 H -4.4173 0.8569 -0.2067
122 H -5.5166 0.8785 1.0903
123 N -2.1718 5.6115 -0.2838
124 C -1.8253 5.3983 -1.5026
125 N -0.9719 6.3137 -1.9079
126 O -1.9321 4.3949 -2.1513
127 H -2.6500 6.5000 -0.2382
128 H -2.6108 4.7489 0.0049
129 H -0.7405 7.0845 -1.2977
130 H -0.3530 6.1338 -2.6855
131 N 0.0025 1.6059 -1.9226
132 C -1.0441 0.8414 -2.0877
133 N -1.8894 1.5499 -2.7454
134 O -1.3025 -0.2866 -1.6066
135 H 0.8203 1.0173 -1.8525
136 H -0.0286 2.5153 -2.3608
137 H -1.6585 2.5043 -2.9819
138 H -2.8390 1.2177 -2.6569
139 N -5.5501 -1.6772 -1.4433
140 C -5.4895 -0.5870 -2.1575
141 N -6.6207 -0.3262 -2.7477
142 O -4.6066 0.3089 -2.0570
143 H -6.3610 -2.2792 -1.4268
144 H -4.7189 -1.7720 -0.8774
145 H -6.8315 0.5800 -3.1408
146 H -7.2430 -1.1089 -2.6049

***

Record 3
ORCA calculation (wB97M-V/def2-TZVPD) on 4 unconnected molecules or ions with the total composition C3H13O4.

The spin multiplicity is 1. The value obtained for the energy relative to the best compared isomer or geometry (same formula, charge and spin) is 25.6 kcal per mole. As for the total charge: -1.

CARTESIAN COORDINATES (ANGSTROEM)
1 C 0.4277 -1.1808 0.3047
2 O -0.0689 -0.1813 1.1898
3 C -0.7398 -1.4281 -0.6038
4 C -0.7521 -0.2356 -1.6406
5 H 1.1599 -1.1372 -0.4650
6 H 0.6872 -2.0309 0.9816
7 H -0.7674 -2.3752 -1.2370
8 H -1.6008 -1.3863 0.1116
9 H -1.5143 -0.3498 -2.4432
10 H -0.9799 0.6917 -1.0611
11 H 0.2866 -0.1363 -2.0337
12 H 0.6474 0.7152 1.0878
13 H 1.3265 2.5746 1.1023
14 O 1.4587 1.7344 0.6284
15 H 2.4643 1.6007 -2.4289
16 H 1.9506 1.1875 -0.9806
17 O 2.1157 0.8590 -1.8956
18 H -1.2710 0.4430 2.9307
19 H -2.7682 0.4443 2.9341
20 O -2.0624 0.1911 3.5184

***

Record 4
ORCA calculation (wB97M-V/def2-TZVPD) on 2 unconnected molecules or ions with the total composition C4H7P.

The spin multiplicity is 1. The value obtained for the energy relative to the best compared isomer or geometry (same formula, charge and spin) is 118.5 kcal per mole.

CARTESIAN COORDINATES (ANGSTROEM)
1 C -1.8262 0.0348 0.8082
2 C 0.9960 0.3202 -1.1086
3 C 1.5450 -0.2546 0.1929
4 C 0.1802 -0.5507 -0.2651
5 P -3.1778 -0.4226 -0.0451
6 H -1.4163 0.3588 1.6962
7 H 0.8260 1.3403 -1.1924
8 H 1.4996 -0.1169 -1.9484
9 H 2.2380 -0.9835 0.2156
10 H 1.6414 0.5185 0.9033
11 H -0.1966 -1.5670 -0.4112
12 H -4.1508 0.4594 0.5993

***

Number 1: Kohn-Sham gap 7.8019 eV, electronic energy -34488.7149 eV. Number 2: Kohn-Sham gap 7.8519 eV, electronic energy -82440.9945 eV. Number 3: Kohn-Sham gap 8.5247 eV, electronic energy -11511.9227 eV. Number 4: Kohn-Sham gap 8.4020 eV, electronic energy -13544.1337 eV.